This record from OMol25 describes a cluster of 2 separate species, C7H12Cl2Si in total in a non-equilibrium geometry. The level of theory is ωB97M-V/def2-TZVPD.

CARTESIAN COORDINATES (ANGSTROEM)
C: -0.52 -1.37 -1.01
Si: -1.45 -0.01 -0.12
C: -3.28 0.22 -0.70
C: -1.44 -0.49 1.76
Cl: -0.51 1.69 -0.50
H: 0.18 -0.82 -1.64
H: -0.08 -2.26 -0.42
H: -1.19 -1.91 -1.78
H: -4.08 0.88 -0.03
H: -3.22 0.73 -1.68
H: -3.73 -0.80 -1.02
H: -1.66 0.58 2.23
H: -2.32 -1.04 1.99
H: -0.59 -0.84 2.35
C: 2.75 2.17 0.23
C: 2.90 0.85 0.13
C: 2.42 -0.51 0.14
C: 3.72 -0.36 0.00
Cl: 5.24 -0.86 -0.29
H: 3.60 2.68 -0.09
H: 1.75 2.48 0.27
H: 1.52 -1.03 0.18

Computed properties:
E_LUMO: 0.687 eV
Highest occupied orbital energy: -8.16 eV
Relative energy (zero: lowest compared OMol25 entry of this formula, charge and spin): 1.244 eV
DFT total energy: -1483.69848 Ha
SMILES string: C[Si](C)(C)Cl.C=C1C=C1Cl
Gap between HOMO and LUMO: 0.3250 Ha
Total charge: 0